Entry 1:
This record from OMol25 describes 7 unconnected molecules or ions with the total composition C24H63ClN3O13 at a distorted geometry. The level of theory is ωB97M-V/def2-TZVPD.

ORCA input file:
```
! wB97M-V def2-TZVPD RIJCOSX def2/J DEFGRID3
* xyz -1 1
Cl 18.1876 -16.1458 24.0133
O 19.2132 -15.8750 24.9809
O 17.8528 -17.5170 24.2736
O 17.0473 -15.2926 24.2278
O 18.7072 -15.9641 22.6845
C 18.0931 -17.2521 19.0647
C 19.5998 -17.2299 18.9137
O 20.1067 -15.8953 19.2809
H 17.6794 -18.1868 18.6861
H 17.6214 -16.3865 18.5997
H 17.9371 -17.4113 20.1317
H 19.9343 -17.4483 17.8995
H 20.0360 -18.0129 19.5339
H 19.6795 -15.5580 20.0717
C 21.5518 -18.0520 22.2861
C 23.0433 -17.7786 22.6462
O 23.5689 -18.8533 23.2644
H 20.9433 -18.2333 23.1721
H 21.5693 -18.7414 21.4420
H 21.2476 -17.0935 21.8658
H 23.0659 -16.9745 23.3818
H 23.6038 -17.3691 21.8058
H 24.0857 -18.4990 23.9918
C 15.4370 -17.8825 22.0847
C 15.6910 -19.3613 22.2504
O 16.2609 -19.8141 20.9752
H 16.3546 -17.3612 21.8118
H 15.1012 -17.4412 23.0230
H 14.7081 -17.6927 21.2968
H 14.7344 -19.8256 22.4900
H 16.5365 -19.5376 22.9153
H 16.5997 -20.7069 21.0736
C 22.0094 -22.9908 26.0150
O 20.8721 -22.2864 25.9036
C 20.9820 -21.3907 24.7805
C 19.7757 -20.4826 24.8243
N 19.3964 -19.8375 26.1138
C 20.4724 -19.0634 26.6754
C 19.8986 -18.2462 27.8694
O 19.5972 -19.0614 28.9798
C 19.6452 -18.4018 30.1797
H 22.8659 -22.3567 26.2443
H 22.2309 -23.4741 25.0634
H 21.8843 -23.8954 26.6100
H 20.9944 -22.0478 23.9109
H 21.9418 -20.8785 24.8476
H 18.9545 -21.1660 24.6080
H 19.8360 -19.7476 24.0217
H 18.8096 -19.0917 25.7680
H 20.9205 -18.3837 25.9507
H 21.2091 -19.7667 27.0638
H 19.0385 -17.6913 27.4947
H 20.6514 -17.5154 28.1649
H 19.4449 -19.0970 30.9950
H 18.9465 -17.5656 30.2039
H 20.6319 -18.0819 30.5146
C 20.7671 -10.9592 30.1359
O 21.0513 -11.4106 28.7842
C 20.2950 -12.5715 28.3320
C 20.5566 -13.0052 26.8686
N 19.8672 -12.0058 26.0045
C 19.8556 -12.2650 24.5551
C 19.4105 -10.9350 23.9015
O 19.2022 -11.1125 22.5031
C 17.9027 -11.5605 22.2123
H 21.5229 -10.1822 30.2500
H 20.9014 -11.5413 31.0476
H 19.7448 -10.6020 30.2604
H 19.2253 -12.3631 28.3544
H 20.6020 -13.3631 29.0156
H 20.1304 -13.9817 26.6387
H 21.6378 -13.1396 26.8368
H 20.3079 -11.1321 26.2547
H 19.1194 -12.9996 24.2288
H 20.8223 -12.7077 24.3152
H 20.2834 -10.2873 23.8205
H 18.5916 -10.3939 24.3754
H 17.1246 -11.1695 22.8677
H 17.9195 -12.6498 22.2478
H 17.6345 -11.2862 21.1920
C 7.1686 -11.7614 25.1944
O 8.3085 -12.2188 24.5701
C 8.2186 -13.5445 24.0546
C 9.5107 -13.9312 23.1756
N 10.7369 -13.8298 23.9819
C 12.0551 -14.0141 23.3800
C 13.2961 -13.9167 24.3383
O 13.0928 -14.3279 25.7156
C 14.2379 -14.3214 26.5707
H 6.5218 -12.4872 25.6874
H 6.4214 -11.1845 24.6493
H 7.5259 -11.2122 26.0655
H 7.3336 -13.7243 23.4442
H 8.1514 -14.3026 24.8349
H 9.5550 -13.2723 22.3084
H 9.4246 -14.9107 22.7053
H 10.6969 -13.8948 24.9890
H 12.2534 -13.3416 22.5454
H 12.0402 -15.0272 22.9782
H 13.6212 -12.8769 24.3026
H 14.1775 -14.4734 24.0200
H 14.2558 -13.3068 26.9686
H 15.2320 -14.4301 26.1370
H 14.0428 -14.9624 27.4304
*
```

## Properties
Maximum force: 3.581 eV/Å
Orbital gap: 8.56 eV
Molecular weight: 637.23 g/mol
LUMO: 2.3450 eV
Highest occupied orbital energy: -6.21 eV

Atomic partial charges in e from the Mulliken method, atoms 1 to 5:
1. Cl 1.169
2. O -0.558
3. O -0.654
4. O -0.429
5. O -0.520

***

Entry 2:
This record from OMol25 describes 2 unconnected molecules or ions with the total composition C10H23BO at a distorted geometry. The level of theory is ωB97M-V/def2-TZVPD.

ORCA input file:
```
! wB97M-V def2-TZVPD RIJCOSX def2/J DEFGRID3
* xyz 0 3
B -0.2813 -0.6316 0.6149
C -0.9789 -0.5257 3.6181
C -2.6611 0.5761 0.2693
C 3.0229 -0.0140 -0.5413
C 1.8593 2.2903 -2.9970
C 0.8023 0.2372 -2.8557
C -0.7627 -2.9130 0.8474
C -2.1322 -0.3293 2.5577
C -1.5076 0.1560 1.2218
C 1.9103 0.9488 -0.6566
C 1.1733 1.3768 -1.8686
O 0.1492 -1.8467 0.5472
H -0.4781 -1.3758 3.2800
H -1.5411 -0.5116 4.5528
H -0.4515 0.3503 3.5089
H -3.2340 1.3763 0.6853
H -3.3808 -0.3034 0.0941
H -2.2388 0.6729 -0.7500
H 3.1456 -0.4810 0.4167
H 3.8883 0.4692 -1.0676
H 2.7024 -0.8433 -1.0882
H 2.8255 1.7754 -3.3892
H 1.2707 2.4797 -3.8401
H 2.2150 3.2257 -2.5401
H 0.3315 -0.7301 -2.4058
H 1.7542 -0.1219 -3.2659
H 0.1596 0.5883 -3.5287
H -1.0757 -3.5332 -0.0104
H -1.6641 -2.5371 1.4870
H -0.1900 -3.7281 1.4501
H -2.6566 -1.1763 2.4090
H -2.8702 0.2811 2.9739
H -1.2128 1.1577 1.7178
H 1.7117 1.6901 0.0619
H 0.3955 1.9502 -1.5088
*
```

## Properties
Maximum force: 5.986 eV/Å
Orbital gap (alpha / beta): 6.03 / 10.82 eV
Molecular weight: 170.10 g/mol
LUMO (alpha / beta): 0.7421 / 0.3045 eV
Highest occupied orbital energy (alpha / beta): -5.29 / -10.51 eV

Atomic partial charges in e from the Mulliken method, atoms 1 to 5:
1. B 0.529
2. C -1.045
3. C -1.492
4. C -1.102
5. C -1.499

***

Entry 3:
This record from OMol25 describes 2 unconnected molecules or ions with the total composition C4H12OS at a distorted geometry. The level of theory is ωB97M-V/def2-TZVPD.

ORCA input file:
```
! wB97M-V def2-TZVPD RIJCOSX def2/J DEFGRID3
* xyz 0 1
C -0.8516 0.6835 -2.5631
C 0.2985 1.6015 -2.2290
S 1.6887 0.6513 -1.5263
C 1.0040 -0.3820 -0.1872
C 0.6526 0.4075 1.0940
H -1.2583 0.3479 -1.5943
H -0.4796 -0.1976 -3.1127
H -1.6667 1.1437 -3.1465
H 0.6669 1.9493 -3.2133
H 0.0430 2.4966 -1.6298
H 0.2634 -1.1214 -0.5482
H 1.9220 -0.9340 0.0920
H -0.3585 0.8250 0.9525
H 1.3768 1.2392 1.1146
H 0.6857 -0.1121 2.0664
O -1.4251 -3.0788 4.4841
H -1.0796 -3.4155 5.3417
H -1.4821 -2.1040 4.6051
*
```

## Properties
Maximum force: 1.306 eV/Å
Orbital gap: 9.29 eV
Molecular weight: 108.21 g/mol
SMILES: CCSCC.O
Energy above the lowest of the compared OMol25 structures with the same formula, charge and spin: 57.1 kJ/mol
LUMO: 0.7519 eV
Highest occupied orbital energy: -8.54 eV

Atomic partial charges in e from the Mulliken method, atoms 1 to 5:
1. C -1.081
2. C -0.326
3. S -0.136
4. C -0.498
5. C -0.953